Density functional theory data (wB97M-V/def2-TZVPD) for C3H3NO in the gas phase at a distorted geometry.

Calculated values
**Orbital gap**: 10.99 eV
**SMILES**: CC(=O)C#N
**HOMO level**: -0.416 hartree
**DFT total energy**: -6695.7543 eV
**Relative energy (zero: lowest compared OMol25 entry of this formula, charge and spin)**: 71.18 kJ/mol

Geometry as ORCA input:
```
! wB97M-V def2-TZVPD RIJCOSX def2/J DEFGRID3
* xyz 0 1
C -0.67030 -1.27696 -0.49375
C -0.71973 0.10164 -0.02073
C 0.64575 0.69409 0.15205
N -0.60888 -2.40992 -0.61093
O -1.74463 0.60609 0.30346
H 1.57429 -0.03437 -0.17288
H 0.82384 0.66740 1.19764
H 0.69966 1.65203 -0.35485
*
```

***

Density functional theory data (wB97M-V/def2-TZVPD) for a molecular structure, C25H41LuN3P2 at a distorted geometry.

Calculated values
**Orbital gap**: 7.97 eV
**HOMO level**: -0.412 hartree
**DFT total energy**: -83252.8460 eV

Geometry as ORCA input:
```
! wB97M-V def2-TZVPD RIJCOSX def2/J DEFGRID3
* xyz 1 1
Lu -0.00108 -0.06537 1.87606
C -0.88436 -2.07287 2.98493
C 0.43358 -2.40114 2.51518
C 0.63973 -0.78168 4.16335
C -0.75086 -1.08662 4.01591
C 1.37233 -1.57857 3.22840
C -2.14667 -2.74056 2.58329
H -2.10015 -3.09824 1.54964
H -2.99571 -2.05271 2.65928
H -2.36236 -3.60672 3.22747
C -1.83959 -0.60299 4.89424
H -2.81923 -0.80384 4.45717
H -1.76721 0.47567 5.06966
H -1.80745 -1.09262 5.87754
C 1.24967 0.07393 5.21000
H 1.44774 -0.49524 6.13012
H 0.59781 0.91327 5.47216
H 2.20465 0.48932 4.87258
C 2.85384 -1.64275 3.12777
H 3.27114 -2.35919 3.85368
H 3.30278 -0.66273 3.33285
H 3.17159 -1.95221 2.12630
C 0.78253 -3.47047 1.53902
H 1.01474 -4.41757 2.06056
H 1.66757 -3.19738 0.94138
H -0.04653 -3.66643 0.84364
C -1.60792 1.28201 -3.98739
C -1.78696 -0.04061 -4.14642
C -1.01830 -0.89991 -5.10023
C 0.46802 -0.50959 -5.27993
C 1.15115 -0.03419 -4.03251
C 1.38118 1.26682 -3.74696
C 0.67411 2.42706 -4.37571
C -0.77591 2.15681 -4.86163
H -1.48689 -0.88432 -6.09852
H 0.57820 0.22078 -6.09842
H -1.06428 -1.94699 -4.76798
H -0.76830 1.80504 -5.90569
H -2.26796 1.84437 -3.32605
H -2.68391 -0.51221 -3.73003
H -1.27741 3.13811 -4.90004
H 0.64859 3.26191 -3.65163
H 2.23008 1.57205 -3.12336
H 1.25399 2.80467 -5.23987
H 1.01281 -1.40495 -5.62743
H 1.55200 -0.83918 -3.40261
P -1.49188 0.16648 -0.31833
C -2.89045 1.16348 -0.81796
C -1.46486 -1.40182 -1.26148
P 1.62179 0.69856 -0.11769
C 0.01243 1.01908 -1.06061
C 2.66822 -0.38732 -1.12710
C 2.51797 2.26534 -0.18923
H -2.94194 2.05234 -0.17394
H -3.80793 0.57312 -0.70869
H -2.80139 1.49433 -1.85439
H -1.27590 -1.21895 -2.33025
H -2.45489 -1.86365 -1.13840
H -0.69027 -2.08541 -0.87757
H 2.55199 2.67387 -1.20716
H 3.53915 2.08409 0.17136
H 2.03996 2.98576 0.48352
H -0.17031 2.10093 -1.12514
H 0.05469 0.62359 -2.07820
H 3.65899 -0.41864 -0.64886
H 2.78975 -0.01072 -2.14884
H 2.25585 -1.40586 -1.15544
N -0.43672 1.92697 2.65207
C -0.67928 2.77141 3.45666
N -0.91414 3.75563 4.20476
C -1.10575 3.75738 5.50201
N -1.28594 3.86809 6.65912
*
```

***

orbital gap of number 2 (C25H41LuN3P2)?
7.97 eV

***

Look up the DFT total energy of the first one.
-6695.7543 eV

***

Look up the DFT total energy of the second one.
-83252.8460 eV

***

Which of these has the highest DFT total energy?
C3H3NO